ORCA calculation (ωB97M-V with the def2-TZVPD basis set) on a molecular structure, C23H20AsBF4GeO6SV.

Summary:
* frontier orbital gap (alpha / beta): 6.9 / 7.6 eV
* spin multiplicity: 2
* HOMO energy (alpha / beta): -8.5 / -8.5 eV
* largest force on an atom: 1.5 eV/Å

Geometry (Å):
1 C 0.420 0.936 -3.292
2 H 0.779 -0.352 -6.379
3 O -0.905 3.221 -3.306
4 F -0.928 -2.200 -1.262
5 O 2.171 -1.328 -0.481
6 H -5.760 0.070 1.004
7 S -0.435 2.217 -2.420
8 V -1.035 -0.212 -1.115
9 H -3.551 4.350 3.754
10 C -4.600 1.700 1.863
11 H 2.860 -1.354 0.198
12 H -1.406 3.753 2.704
13 H 2.912 -1.309 -2.794
14 H -4.079 -5.182 2.361
15 C -2.241 2.127 1.545
16 H -4.116 0.228 -2.528
17 C 0.949 -0.186 -5.324
18 H -4.814 -4.822 0.027
19 C -4.352 -4.015 0.582
20 C -5.901 3.110 3.383
21 B -1.463 -2.429 -2.660
22 F -0.417 -2.606 -3.499
23 H -3.011 -3.339 3.618
24 O 0.099 0.180 0.111
25 C 1.940 -0.898 -4.664
26 H -7.844 0.675 2.080
27 C -4.585 0.362 -1.557
28 C -3.572 -1.728 0.678
29 C 2.163 -0.725 -3.307
30 Ge -3.341 0.007 -0.123
31 H -1.289 1.927 1.073
32 C 1.400 0.202 -2.606
33 C -3.937 -4.217 1.891
34 H -4.484 -2.645 -1.049
35 C -3.351 1.392 1.227
36 O 2.847 1.269 0.042
37 O -1.633 1.437 -1.805
38 H -5.436 -0.314 -1.473
39 O 0.477 2.565 -1.352
40 C -5.785 0.943 1.647
41 C -4.170 -2.779 -0.020
42 C 0.179 0.743 -4.643
43 As 1.732 0.356 -0.681
44 H -2.689 -1.143 2.554
45 C -3.335 -3.183 2.597
46 H -4.930 1.390 -1.468
47 C -6.959 1.272 2.258
48 C -3.154 -1.947 1.992
49 F -2.018 -1.073 -2.827
50 C -7.024 2.380 3.133
51 H 2.540 -1.613 -5.210
52 F -2.407 -3.379 -2.654
53 C -3.488 3.522 3.057
54 C -2.304 3.194 2.475
55 H -5.933 3.953 4.064
56 H -7.962 2.639 3.609
57 H -0.579 1.330 -5.144
58 C -4.666 2.784 2.767



ORCA calculation (ωB97M-V with the def2-TZVPD basis set) on a single C6H8NOPS molecule.

Summary:
* frontier orbital gap: 7.8 eV
* HOMO energy: -8.4 eV
* energy above the lowest of the compared OMol25 structures with the same formula, charge and spin: 575.1 kJ/mol
* largest force on an atom: 7.5 eV/Å

Geometry (Å):
1 H -0.792 1.712 -1.636
2 C -2.115 -0.982 -0.279
3 C -2.579 0.018 0.435
4 N 0.265 0.592 -0.286
5 H 0.428 -1.463 2.246
6 H -3.272 1.281 2.259
7 P 0.994 -0.793 -0.048
8 H 0.005 0.206 -2.355
9 C -2.832 0.819 1.359
10 C 0.101 1.066 -1.637
11 C 1.316 -1.162 1.734
12 S -0.845 -2.384 0.048
13 H 0.886 1.708 -1.840
14 H -1.898 -1.822 -2.456
15 C -1.816 -1.713 -1.304
16 O 1.878 -1.560 -0.947
17 H 1.688 -0.341 2.194
18 H 2.034 -1.887 1.575



ORCA calculation (ωB97M-V with the def2-TZVPD basis set) on a molecular structure, C27H53Cl34N2O6P.

Summary:
* frontier orbital gap: 9.1 eV
* HOMO energy: -9.1 eV
* largest force on an atom: 5.9 eV/Å

Geometry (Å):
1 H 0.589 0.823 7.745
2 Cl 9.417 -1.284 -3.649
3 Cl 0.089 6.731 -4.783
4 Cl -7.542 7.435 1.261
5 Cl 2.274 -2.651 6.211
6 Cl 5.245 -4.372 3.784
7 Cl -7.557 1.338 4.034
8 H 1.709 -3.863 1.549
9 H -5.490 -4.073 -3.594
10 C 6.228 -5.665 3.088
11 H 10.311 -3.458 -3.769
12 H 2.826 11.596 -3.949
13 H 1.998 -5.863 6.095
14 Cl 1.583 6.663 -2.269
15 C 9.442 -3.017 -3.295
16 N 0.001 -0.890 0.572
17 Cl 7.990 -3.824 -3.901
18 H -7.734 9.779 1.248
19 H 2.551 -4.302 6.736
20 C -2.148 -1.536 -0.259
21 H 2.329 4.854 -6.406
22 H 1.616 10.674 -3.034
23 C 0.005 0.687 6.842
24 C -0.018 6.735 -3.013
25 H -2.611 -2.710 3.182
26 Cl 1.953 3.341 -3.920
27 H 6.522 2.445 -5.578
28 C -6.903 9.083 1.254
29 H -5.373 -4.693 0.193
30 H -9.577 4.986 3.329
31 H -3.541 -3.684 -0.869
32 Cl -11.373 3.540 2.871
33 C -9.739 4.172 2.636
34 N 1.414 -2.701 -0.239
35 H -7.109 5.506 5.928
36 H -9.025 3.379 2.822
37 H -6.895 -0.734 3.128
38 C 2.649 10.703 -3.362
39 Cl 2.223 6.066 -8.425
40 H 5.310 1.505 -4.680
41 Cl -7.627 6.851 4.061
42 H 0.196 -3.135 5.221
43 C -6.482 0.269 3.129
44 C 2.475 3.703 -2.267
45 Cl 5.181 -0.222 -1.479
46 C 6.578 -1.296 -1.379
47 H -0.807 1.405 6.813
48 Cl 2.968 9.284 -4.366
49 C -3.493 -5.553 0.694
50 H 7.267 -0.882 -0.651
51 C 1.943 -3.861 0.474
52 Cl 3.933 2.796 -1.839
53 Cl -6.309 0.819 1.455
54 O -3.421 -0.422 1.924
55 H 5.653 -6.584 3.090
56 Cl 6.684 -5.277 1.426
57 H 1.276 6.289 -6.261
58 H 0.653 -0.388 -0.034
59 C 2.222 5.902 -6.660
60 H -4.243 -0.184 1.469
61 Cl 7.381 1.573 -3.570
62 O -4.231 -2.645 1.209
63 H 1.127 -1.954 4.279
64 H -7.644 7.131 6.403
65 O -2.024 -2.516 2.441
66 C -1.223 -0.326 0.114
67 Cl -9.455 5.676 6.027
68 Cl 5.628 -4.591 -7.406
69 C -1.038 -2.464 -0.779
70 C 0.102 -2.335 0.262
71 H -2.854 -1.263 -1.040
72 C -7.824 6.297 5.734
73 H -3.130 -4.744 -2.204
74 H 7.125 -5.788 3.684
75 H 5.983 -2.265 -7.450
76 H -0.590 5.869 -2.695
77 H 2.071 -1.938 -0.151
78 C -1.351 -3.840 -1.408
79 Cl 3.550 6.808 -5.929
80 H 1.685 3.429 -1.586
81 H -0.514 7.645 -2.694
82 H -0.663 -4.616 -1.054
83 H -0.618 -1.898 -1.631
84 H -5.375 -5.802 1.596
85 H -0.084 -3.033 1.089
86 O -2.990 -5.495 1.722
87 H 3.847 -2.914 0.911
88 H 2.673 4.771 -2.189
89 Cl 1.733 -4.172 3.773
90 C 2.523 -5.373 6.907
91 C 3.505 -3.827 0.407
92 H 3.900 -4.708 0.912
93 Cl 6.202 -2.958 -0.896
94 Cl -0.677 -0.944 6.846
95 H -6.473 -2.625 -3.900
96 Cl -9.503 4.768 0.989
97 C 6.346 1.544 -5.000
98 Cl 6.686 0.139 -6.018
99 H -5.254 -6.499 -0.054
100 H -5.507 0.268 3.602
101 H -1.160 -3.773 -2.484
102 Cl -5.896 9.384 -0.169
103 Cl 1.659 -5.687 8.417
104 C 1.178 -2.879 4.844
105 H 7.046 -1.327 -2.357
106 O -1.466 0.791 0.076
107 H 7.172 -3.103 -6.433
108 O -2.680 -5.589 -0.404
109 Cl 3.698 10.740 -1.937
110 H 1.622 -4.787 -0.018
111 Cl 1.048 0.949 5.440
112 C -6.047 -3.263 -3.135
113 Cl -7.354 -3.946 -2.166
114 C -2.783 -4.398 -1.217
115 Cl 4.181 -5.986 6.967
116 H 3.789 -3.752 -0.638
117 C 6.627 -3.132 -7.370
118 P -2.993 -1.877 1.337
119 C -5.010 -5.646 0.584
120 H 9.495 -3.155 -2.220
121 Cl 7.786 -3.109 -8.705
122 Cl -4.940 -2.303 -2.143
123 H -6.303 9.230 2.145



ORCA calculation (ωB97M-V with the def2-TZVPD basis set) on a single C2H4NP molecule.

Summary:
* frontier orbital gap (alpha / beta): 7.9 / 7.0 eV
* spin multiplicity: 3
* HOMO energy (alpha / beta): -6.8 / -9.5 eV
* energy above the lowest of the compared OMol25 structures with the same formula, charge and spin: 166.4 kJ/mol
* largest force on an atom: 4.7 eV/Å

Geometry (Å):
1 C -0.834 -0.611 1.052
2 N -0.858 -1.092 -0.106
3 H -0.164 0.205 1.341
4 H 0.552 1.437 -0.139
5 H 1.643 1.099 -1.560
6 P 0.226 -0.723 -1.414
7 C 0.962 0.700 -0.866
8 H -1.527 -1.014 1.692



ORCA calculation (ωB97M-V with the def2-TZVPD basis set) on a single C2H4N4 molecule.

Summary:
* frontier orbital gap: 9.1 eV
* HOMO energy: -8.2 eV
* energy above the lowest of the compared OMol25 structures with the same formula, charge and spin: 519.5 kJ/mol
* largest force on an atom: 1.6 eV/Å

Geometry (Å):
1 H 1.686 1.062 -0.480
2 C -0.770 -1.187 -0.532
3 N -1.449 0.614 0.977
4 N 1.354 0.196 -0.877
5 H 2.042 -0.493 -1.150
6 H -0.419 1.626 2.109
7 H -1.186 -2.080 -0.937
8 C 0.119 -0.251 -0.570
9 N -1.368 0.119 -0.329
10 N -0.364 1.165 1.210



ORCA calculation (ωB97M-V with the def2-TZVPD basis set) on 2 unconnected molecules or ions with the total composition C4H10OS.

Summary:
* frontier orbital gap: 9.9 eV
* HOMO energy: -9.1 eV
* energy above the lowest of the compared OMol25 structures with the same formula, charge and spin: 159.9 kJ/mol
* largest force on an atom: 4.4 eV/Å

Geometry (Å):
1 H 1.689 -0.514 -2.349
2 H 1.005 -0.726 -0.732
3 H -1.509 -0.806 -2.151
4 H -0.364 -1.859 -2.723
5 C 0.466 -0.046 3.172
6 H -0.127 0.295 1.195
7 C 0.819 -0.201 -1.717
8 H -1.584 0.034 2.148
9 H -0.807 1.447 2.511
10 C -0.420 -0.727 -2.436
11 O 1.595 -0.342 2.953
12 H 0.016 -0.202 4.222
13 C -0.597 0.511 2.168
14 H -0.507 1.748 -1.625
15 S 0.788 1.611 -1.269
16 H -0.463 -0.222 -3.367



ORCA calculation (ωB97M-V with the def2-TZVPD basis set) on a single C10H8O molecule.

Summary:
* frontier orbital gap: 9.2 eV
* HOMO energy: -8.3 eV
* energy above the lowest of the compared OMol25 structures with the same formula, charge and spin: 347.9 kJ/mol
* largest force on an atom: 6.8 eV/Å

Geometry (Å):
1 O -1.832 -0.741 -0.867
2 C -1.176 -0.070 -0.035
3 C 1.029 1.066 -0.427
4 C -2.057 0.712 0.786
5 H -1.694 1.466 1.546
6 H 0.270 -1.972 0.611
7 C 3.060 -0.054 -0.067
8 H 3.126 -2.141 0.656
9 C -3.354 0.372 0.412
10 C 2.313 -1.202 0.319
11 H 4.358 -0.260 -0.107
12 H -3.899 -1.199 -1.388
13 C -3.201 -0.557 -0.590
14 H 3.075 1.877 -0.778
15 C 0.962 -1.128 0.351
16 H -4.269 0.870 0.744
17 C 0.249 -0.065 -0.014
18 H 0.607 1.964 -0.692
19 C 2.436 1.061 -0.459



ORCA calculation (ωB97M-V with the def2-TZVPD basis set) on 2 unconnected molecules or ions with the total composition C6H4O.

Summary:
* frontier orbital gap: 8.4 eV
* HOMO energy: -8.8 eV
* energy above the lowest of the compared OMol25 structures with the same formula, charge and spin: 342.1 kJ/mol
* largest force on an atom: 1.1 eV/Å

Geometry (Å):
1 H -2.007 -0.692 -1.798
2 C -0.336 1.623 -0.178
3 C 1.019 -1.326 0.522
4 H -0.018 -1.314 0.255
5 H -2.950 -0.366 -0.219
6 C 0.797 1.777 0.449
7 H 3.223 -1.323 1.066
8 C -2.104 -0.149 -0.863
9 C 2.187 -1.318 0.810
10 O 1.792 2.073 0.971
11 C -1.218 0.753 -0.521



For the records above, the corresponding electronic energy values read -7419.35010, -1102.77193, -17609.36885, -474.54519, -297.44644, -631.76378, -460.97555, -306.08123 a.u..